Entry 1:
A cluster of 10 separate species, C33H86O30S9 in total in a non-equilibrium geometry. Source: the OMol25 dataset; level of theory: ωB97M-V with the def2-TZVPD basis set.

```
158
C33H86O30S9 (ωB97M-V with the def2-TZVPD basis set)
C -1.643 7.795 2.933
C -1.011 7.820 1.566
O -0.345 6.531 1.408
S 0.706 6.315 0.264
C 1.981 7.489 0.618
O 1.258 5.013 0.453
O 0.098 6.640 -0.985
H -0.854 7.709 3.685
H -2.339 6.971 3.073
H -2.080 8.774 3.139
H -1.723 7.952 0.752
H -0.242 8.589 1.511
H 1.628 8.508 0.495
H 2.793 7.286 -0.075
H 2.271 7.301 1.651
C 4.644 -1.348 -4.468
C 5.973 -0.633 -4.437
O 5.832 0.625 -5.120
S 6.887 1.741 -4.833
C 8.282 1.166 -5.770
O 6.415 2.911 -5.463
O 7.184 1.755 -3.436
H 3.901 -0.877 -3.833
H 4.770 -2.403 -4.226
H 4.281 -1.351 -5.502
H 6.271 -0.447 -3.402
H 6.772 -1.241 -4.874
H 8.838 2.040 -6.090
H 7.841 0.660 -6.628
H 8.853 0.436 -5.204
C 2.284 1.686 4.461
C 2.290 3.141 4.868
O 0.972 3.560 5.304
S 0.193 4.614 4.397
C 0.012 3.673 2.915
O -1.066 4.826 4.996
O 1.089 5.706 4.170
H 3.305 1.300 4.492
H 1.830 1.490 3.490
H 1.746 1.098 5.210
H 2.960 3.336 5.702
H 2.609 3.789 4.051
H 0.985 3.615 2.444
H -0.764 4.162 2.338
H -0.351 2.694 3.220
C 2.190 -4.489 -5.723
C 1.144 -4.180 -6.783
O 0.782 -2.804 -6.600
S -0.703 -2.361 -6.942
C -1.498 -2.823 -5.442
O -0.708 -0.944 -7.034
O -1.142 -3.184 -8.024
H 1.732 -4.436 -4.730
H 2.951 -3.712 -5.747
H 2.573 -5.502 -5.821
H 1.557 -4.328 -7.780
H 0.272 -4.830 -6.696
H -1.160 -3.806 -5.124
H -2.574 -2.876 -5.621
H -1.366 -2.053 -4.683
C 1.547 -7.079 1.715
C 0.602 -6.088 1.076
O -0.669 -6.747 0.958
S -1.751 -6.092 -0.015
C -2.253 -4.696 0.964
O -1.065 -5.614 -1.164
O -2.812 -7.025 -0.087
H 2.526 -6.672 1.955
H 1.693 -7.935 1.053
H 1.060 -7.482 2.605
H 0.446 -5.223 1.727
H 1.001 -5.746 0.122
H -2.316 -5.017 2.000
H -3.249 -4.402 0.646
H -1.494 -3.929 0.822
C 5.656 -5.029 1.724
C 4.856 -4.557 0.518
O 5.413 -3.324 0.057
S 4.441 -2.232 -0.568
C 3.377 -1.912 0.816
O 5.212 -1.064 -0.824
O 3.684 -2.824 -1.627
H 6.652 -5.350 1.411
H 5.161 -5.892 2.165
H 5.832 -4.216 2.428
H 4.911 -5.327 -0.254
H 3.803 -4.463 0.786
H 2.994 -0.897 0.729
H 3.972 -1.932 1.730
H 2.608 -2.673 0.882
C -7.730 0.329 1.820
C -6.276 0.052 1.482
O -6.091 0.333 0.083
S -4.618 0.189 -0.476
C -4.613 -1.517 -0.959
O -4.547 0.998 -1.643
O -3.690 0.331 0.597
H -8.381 -0.472 1.479
H -8.003 1.268 1.338
H -7.826 0.445 2.899
H -5.607 0.660 2.090
H -6.014 -0.981 1.732
H -3.552 -1.764 -1.002
H -5.076 -1.610 -1.936
H -5.093 -2.116 -0.190
C -2.678 5.092 -1.491
C -2.647 4.284 -0.199
O -3.434 4.990 0.772
S -3.986 4.187 2.013
C -5.430 3.435 1.317
O -3.039 3.182 2.362
O -4.392 5.181 2.946
H -2.252 6.086 -1.376
H -3.702 5.158 -1.860
H -2.104 4.561 -2.252
H -3.092 3.339 -0.532
H -1.635 4.094 0.151
H -5.860 2.863 2.135
H -5.165 2.921 0.400
H -6.092 4.274 1.107
C -1.743 0.959 4.925
C -2.836 -0.064 5.114
O -2.735 -0.969 3.971
S -3.787 -2.136 3.863
C -2.945 -3.409 4.741
O -4.980 -1.775 4.552
O -3.838 -2.508 2.491
H -0.768 0.487 4.806
H -1.659 1.654 5.761
H -2.004 1.529 4.032
H -2.694 -0.652 6.024
H -3.826 0.381 5.140
H -2.874 -3.129 5.786
H -1.972 -3.500 4.264
H -3.494 -4.325 4.529
C 0.645 1.690 0.106
O 0.899 0.654 1.044
C -0.249 -0.090 1.361
C -0.727 -1.011 0.277
O 0.263 -1.977 -0.004
C 0.161 -2.632 -1.253
C 0.711 -1.805 -2.380
O -0.254 -0.884 -2.874
C 0.333 0.095 -3.710
H -0.208 2.245 0.523
H 0.331 1.392 -0.900
H 1.537 2.303 0.025
H -1.087 0.584 1.613
H -0.071 -0.641 2.291
H -0.865 -0.399 -0.624
H -1.713 -1.438 0.502
H -0.899 -2.876 -1.408
H 0.705 -3.576 -1.241
H 1.011 -2.454 -3.216
H 1.589 -1.241 -2.045
H -0.441 0.772 -4.063
H 0.828 -0.356 -4.576
H 1.063 0.659 -3.115
```

## Properties
energy relative to the best compared isomer or geometry (same formula, charge and spin): 0.0 kJ/mol
lowest unoccupied orbital energy: -0.14 eV
orbital gap: 9.50 eV
E: -194553.319 eV

Results of the Mulliken charge analysis, in e, for atoms 1 through 2:
1 C -1.0858
2 C -0.1212


Entry 2:
A cluster of 9 separate species, C33H87N3O15 in total in a non-equilibrium geometry. Source: the OMol25 dataset; level of theory: ωB97M-V with the def2-TZVPD basis set.

```
138
C33H87N3O15 (ωB97M-V with the def2-TZVPD basis set)
C -17.162 -14.078 -8.382
O -16.282 -13.474 -9.288
C -16.390 -12.059 -9.304
C -17.005 -11.555 -10.617
N -15.981 -11.334 -11.634
C -16.641 -11.003 -12.926
C -15.588 -10.901 -14.006
O -16.173 -10.496 -15.233
C -16.626 -11.576 -16.012
H -17.028 -15.163 -8.384
H -18.218 -13.903 -8.618
H -16.954 -13.780 -7.346
H -15.369 -11.664 -9.249
H -16.931 -11.650 -8.449
H -17.599 -10.665 -10.410
H -17.684 -12.373 -10.913
H -15.626 -12.265 -11.859
H -17.155 -10.043 -12.848
H -17.396 -11.758 -13.182
H -15.030 -11.834 -14.165
H -14.850 -10.147 -13.743
H -17.406 -12.144 -15.483
H -15.807 -12.266 -16.246
H -17.087 -11.207 -16.924
C -12.071 0.975 -5.646
O -11.698 -0.169 -6.379
C -11.218 -1.208 -5.563
C -10.233 -2.030 -6.347
N -10.821 -2.573 -7.589
C -11.792 -3.622 -7.300
C -12.114 -4.382 -8.586
O -10.993 -5.146 -8.962
C -10.925 -5.456 -10.356
H -11.209 1.433 -5.140
H -12.821 0.731 -4.883
H -12.462 1.701 -6.353
H -12.078 -1.781 -5.187
H -10.702 -0.820 -4.673
H -9.740 -2.840 -5.799
H -9.466 -1.335 -6.704
H -10.078 -3.063 -8.080
H -12.756 -3.201 -6.998
H -11.455 -4.360 -6.555
H -12.317 -3.610 -9.339
H -13.008 -4.999 -8.429
H -11.396 -6.436 -10.471
H -9.863 -5.562 -10.571
H -11.372 -4.702 -11.004
C -14.578 -7.170 -14.003
O -13.648 -7.989 -14.658
C -13.673 -7.907 -16.080
C -13.559 -6.509 -16.650
N -13.427 -6.656 -18.083
C -13.517 -5.390 -18.799
C -13.227 -5.595 -20.255
O -14.310 -6.272 -20.850
C -14.015 -6.684 -22.150
H -15.614 -7.340 -14.310
H -14.322 -6.107 -14.076
H -14.496 -7.396 -12.935
H -14.567 -8.408 -16.467
H -12.835 -8.518 -16.434
H -12.745 -5.941 -16.180
H -14.507 -5.977 -16.526
H -12.564 -7.119 -18.349
H -12.853 -4.622 -18.379
H -14.550 -5.044 -18.696
H -12.329 -6.226 -20.334
H -13.091 -4.642 -20.781
H -14.815 -7.331 -22.512
H -13.092 -7.281 -22.193
H -13.927 -5.844 -22.852
C -11.335 -11.019 -18.721
C -11.441 -11.112 -17.225
C -10.771 -12.386 -16.697
O -10.800 -9.965 -16.660
H -10.305 -10.943 -19.057
H -11.937 -10.190 -19.104
H -11.832 -11.896 -19.145
H -12.492 -11.142 -16.907
H -11.032 -12.523 -15.643
H -9.691 -12.343 -16.828
H -11.160 -13.275 -17.201
H -11.018 -9.949 -15.716
C -10.478 -6.417 -14.289
C -9.219 -7.022 -14.899
C -8.455 -6.058 -15.760
O -8.347 -7.399 -13.800
H -10.850 -5.479 -14.726
H -10.217 -6.048 -13.291
H -11.324 -7.102 -14.266
H -9.484 -7.938 -15.440
H -8.967 -5.844 -16.697
H -7.469 -6.461 -16.016
H -8.217 -5.165 -15.177
H -8.951 -7.982 -13.309
C -9.901 -11.491 -8.325
C -8.602 -10.772 -8.579
C -8.434 -9.586 -7.642
O -7.549 -11.717 -8.375
H -10.652 -11.034 -8.973
H -10.183 -11.476 -7.274
H -9.861 -12.537 -8.632
H -8.586 -10.417 -9.617
H -9.143 -8.789 -7.867
H -7.415 -9.187 -7.684
H -8.541 -9.903 -6.601
H -6.704 -11.261 -8.445
O -5.754 -12.218 -14.703
C -6.484 -11.376 -15.570
C -6.798 -10.044 -14.963
O -7.495 -10.216 -13.718
H -6.265 -12.337 -13.897
H -5.976 -11.323 -16.532
H -7.437 -11.873 -15.825
H -7.388 -9.438 -15.651
H -5.888 -9.484 -14.730
H -6.829 -10.099 -13.035
O -9.562 -9.192 -11.988
C -10.917 -9.345 -11.611
C -11.756 -10.136 -12.589
O -11.509 -9.646 -13.930
H -9.279 -9.927 -12.549
H -10.953 -9.944 -10.681
H -11.384 -8.439 -11.230
H -12.797 -9.910 -12.354
H -11.495 -11.189 -12.625
H -12.261 -9.112 -14.222
O -12.861 -11.967 -10.326
C -12.392 -13.303 -10.376
C -12.795 -13.955 -11.675
O -14.219 -13.892 -11.827
H -13.796 -11.925 -10.563
H -11.318 -13.248 -10.217
H -12.833 -13.895 -9.561
H -12.438 -14.994 -11.708
H -12.380 -13.514 -12.584
H -14.609 -14.684 -11.448
```

## Properties
lowest unoccupied orbital energy: 0.47 eV
orbital gap: 9.28 eV
E: -70808.842 eV

Results of the Mulliken charge analysis, in e, for atoms 1 through 2:
1 C -0.8775
2 O -0.2035


Entry 3:
A cluster of 11 separate species, C33H88O11 in total in a non-equilibrium geometry. Source: the OMol25 dataset; level of theory: ωB97M-V with the def2-TZVPD basis set.

```
132
C33H88O11 (ωB97M-V with the def2-TZVPD basis set)
C -24.088 5.023 17.410
C -23.722 4.960 15.944
C -23.922 3.574 15.340
O -24.553 5.874 15.215
H -25.144 4.740 17.535
H -24.143 6.061 17.752
H -23.473 4.410 18.065
H -22.678 5.231 15.776
H -24.980 3.286 15.375
H -23.413 2.772 15.874
H -23.632 3.553 14.290
H -25.464 5.592 15.347
C -17.041 3.836 14.374
C -16.822 3.931 15.868
C -17.146 5.311 16.425
O -17.692 3.032 16.583
H -17.983 4.255 14.013
H -17.053 2.772 14.123
H -16.261 4.372 13.833
H -15.779 3.700 16.105
H -18.202 5.506 16.221
H -16.571 6.072 15.890
H -16.973 5.398 17.494
H -17.359 2.137 16.447
C -17.098 5.662 4.814
C -16.152 4.953 5.771
C -14.816 5.691 5.818
O -16.715 4.833 7.067
H -17.373 6.641 5.209
H -18.034 5.141 4.606
H -16.605 5.745 3.842
H -15.908 3.965 5.357
H -14.197 5.354 6.653
H -14.966 6.766 5.956
H -14.238 5.526 4.907
H -16.763 3.881 7.260
C -25.063 3.567 10.761
C -25.308 4.303 9.462
C -24.427 3.811 8.329
O -26.666 4.131 9.039
H -25.470 4.096 11.625
H -23.996 3.444 10.966
H -25.498 2.571 10.672
H -25.103 5.379 9.541
H -24.533 2.739 8.139
H -23.371 3.984 8.546
H -24.682 4.326 7.403
H -27.237 4.439 9.751
C -15.360 2.417 9.705
C -15.418 1.973 8.260
C -14.816 0.619 7.951
O -16.773 2.062 7.769
H -15.807 1.717 10.424
H -15.923 3.333 9.904
H -14.333 2.584 10.037
H -14.859 2.731 7.698
H -13.821 0.551 8.397
H -14.636 0.543 6.876
H -15.468 -0.206 8.234
H -17.322 1.795 8.524
C -19.466 3.968 9.928
C -19.714 3.476 11.336
C -21.154 3.575 11.781
O -19.338 2.074 11.392
H -19.376 5.050 9.836
H -20.234 3.646 9.222
H -18.526 3.543 9.567
H -18.993 3.972 11.993
H -21.326 3.053 12.727
H -21.847 3.170 11.042
H -21.463 4.605 11.990
H -19.688 1.812 12.257
C -20.816 5.724 6.599
C -21.549 6.142 5.348
C -22.967 6.618 5.610
O -20.771 7.185 4.748
H -20.611 6.537 7.294
H -19.872 5.249 6.325
H -21.365 4.941 7.132
H -21.573 5.313 4.626
H -23.413 7.128 4.754
H -22.936 7.368 6.411
H -23.665 5.871 5.990
H -21.202 7.463 3.935
C -16.601 -2.113 11.038
C -16.119 -0.994 11.953
C -17.273 -0.323 12.676
O -15.197 -1.534 12.923
H -17.422 -1.735 10.421
H -16.931 -2.992 11.590
H -15.804 -2.374 10.340
H -15.512 -0.285 11.394
H -16.968 0.306 13.513
H -17.963 -1.069 13.087
H -17.869 0.288 12.000
H -15.617 -2.295 13.337
C -21.148 1.024 16.558
C -20.830 0.514 15.167
C -22.056 0.311 14.289
O -19.979 1.409 14.433
H -20.289 1.068 17.223
H -21.925 0.378 16.972
H -21.579 2.019 16.446
H -20.324 -0.461 15.191
H -22.535 1.269 14.065
H -22.771 -0.360 14.763
H -21.772 -0.063 13.304
H -19.300 1.747 15.033
C -20.592 -0.821 9.686
C -19.607 -0.294 8.651
C -20.275 0.557 7.588
O -18.607 0.484 9.309
H -21.343 -1.450 9.195
H -21.157 -0.007 10.148
H -20.146 -1.442 10.464
H -19.103 -1.147 8.192
H -21.127 0.102 7.078
H -19.519 0.789 6.833
H -20.647 1.519 7.950
H -18.966 0.893 10.119
C -18.548 9.615 11.786
C -17.850 8.566 12.658
C -18.579 7.225 12.612
O -16.498 8.400 12.248
H -18.081 10.587 11.974
H -19.592 9.679 12.093
H -18.395 9.460 10.718
H -17.818 8.948 13.678
H -18.726 6.888 11.586
H -19.558 7.306 13.092
H -18.020 6.515 13.224
H -16.469 7.844 11.462
```

## Properties
energy relative to the best compared isomer or geometry (same formula, charge and spin): 130.0 kJ/mol
lowest unoccupied orbital energy: 0.39 eV
orbital gap: 9.90 eV
E: -58170.573 eV

Results of the Mulliken charge analysis, in e, for atoms 1 through 2:
1 C -1.3461
2 C 0.3106